This record from the Open Molecules 2025 dataset describes C4H3NO as an isolated structure. The level of theory is ωB97M-V with the def2-TZVPD basis set.

Output
- Charge: 0
- Kohn-Sham gap: 8.5 eV
- LUMO energy: -0.356 eV
- HOMO level: -8.81 eV

Each line ends with the Mulliken charge.
Cartesian coordinates (Å):
1 C -0.076 -0.270 0.263  0.227
2 C 1.047 -0.623 0.589  0.548
3 C 1.412 0.950 -0.642  -0.034
4 C -1.452 -0.032 -0.015  -1.175
5 N 2.412 -0.615 0.453  -0.507
6 O 2.527 0.378 -0.373  0.078
7 H -1.640 0.769 -0.786  0.307
8 H -2.112 -0.864 -0.325  0.287
9 H -2.119 0.307 0.836  0.270

=====

This record from the Open Molecules 2025 dataset describes one molecule with the formula C4H3NO. The level of theory is ωB97M-V with the def2-TZVPD basis set.

Output
- Charge: 0
- Kohn-Sham gap (spin up / spin down): 6.1 / 8.2 eV
- LUMO energy (spin up / spin down): -2.358 / -1.575 eV
- HOMO level (spin up / spin down): -8.48 / -9.77 eV

Each line ends with the Mulliken charge.
Cartesian coordinates (Å):
1 O -1.783 0.763 -0.535  -0.549
2 C -0.207 -0.558 -0.158  -0.420
3 C 1.127 -0.151 -0.229  -0.264
4 C 2.318 0.012 -0.358  0.341
5 C -1.188 -0.112 0.763  0.301
6 N -1.465 -0.292 1.908  -0.441
7 H -1.738 1.692 -0.232  0.319
8 H -0.435 -1.495 -0.664  0.307
9 H 3.370 0.140 -0.495  0.407

=====

This record from the Open Molecules 2025 dataset describes one molecule with the formula C4H3NO. The level of theory is ωB97M-V with the def2-TZVPD basis set.

Output
- Charge: 0
- Kohn-Sham gap: 10.9 eV
- LUMO energy: 0.505 eV
- HOMO level: -10.39 eV

Each line ends with the Mulliken charge.
Cartesian coordinates (Å):
1 O 1.456 0.610 1.423  -0.494
2 C 0.553 1.121 0.470  -0.625
3 C -0.165 0.062 -0.242  -0.659
4 C -0.812 -0.824 -0.723  1.132
5 C -1.546 -2.645 -2.212  -0.083
6 N -1.386 -1.812 -1.391  -0.120
7 H 0.968 -0.010 1.980  0.322
8 H 1.143 1.727 -0.221  0.283
9 H -0.211 1.771 0.917  0.243

=====

This record from the Open Molecules 2025 dataset describes one molecule with the formula C4H3NO2. The level of theory is ωB97M-V with the def2-TZVPD basis set.

Output
- Charge: 0
- Kohn-Sham gap: 10.5 eV
- LUMO energy: -0.165 eV
- HOMO level: -10.71 eV

Each line ends with the Mulliken charge.
Cartesian coordinates (Å):
1 C 0.845 0.623 -0.154  0.432
2 C 0.715 0.388 1.396  -0.361
3 C -0.121 -0.657 -0.324  0.217
4 C -1.422 -0.367 -0.601  -0.012
5 H 0.028 1.236 1.846  0.218
6 H 1.596 0.267 1.967  0.327
7 H 0.289 -1.417 -0.775  0.391
8 N -2.389 -0.208 -1.142  -0.329
9 O 1.773 1.120 -0.808  -0.490
10 O 0.066 -0.938 1.189  -0.392

=====

Electronic energy, respectively: -283.8960, -283.9741, -284.0836, -359.3380 Ha.
Strongest force on any atom, respectively: 4.76, 2.21, 0.92, 7.23 eV Å⁻¹.
Relative energy (zero: lowest compared OMol25 entry of this formula, charge and spin), respectively: 727.64, 522.48, 235.02, 347.49 kJ/mol.